This record from the Open Molecules 2025 dataset describes a cluster of 5 separate species, C43H69FN8O7 in total. The level of theory is the ωB97M-V functional and the def2-TZVPD basis.

Computed properties:
Total energy   -2743.72697 a.u.
HOMO level   -0.2880 hartree
Maximum force   0.1549 Eh/bohr
SMILES   CCOCCOC[C@@H](O[C@@](O)([C@@H](C)F)[C@@H](COCC)N(CCCCNC(C)=O)C[C@H](O)CN)c1ccccn1.c1cc[nH]c1.c1cc[nH]c1.c1cc[nH]c1.c1cc[nH]c1

Cartesian coordinates (Å):
C -3.347 -1.424 -0.796
C -2.784 -2.037 -2.229
O -2.050 -3.293 -1.977
C -1.055 -3.493 -3.066
C 0.411 -2.846 -2.591
O 0.802 -3.484 -1.323
C 2.263 -3.439 -1.123
C 2.719 -2.345 0.066
O 2.036 -1.120 -0.262
C 2.654 0.128 0.161
O 2.666 0.269 1.657
C 4.204 0.375 -0.286
C 5.267 -0.130 0.907
F 4.621 -0.386 -1.520
C 1.594 1.329 -0.335
C 0.615 1.691 0.940
O -0.549 2.435 0.350
C -1.206 3.265 1.371
C -2.596 3.881 0.708
N 2.188 2.443 -1.095
C 1.791 2.355 -2.551
C 2.468 1.048 -3.346
C 1.736 0.930 -4.845
C 0.216 0.290 -4.642
N -0.871 1.074 -5.358
C -2.089 1.304 -4.481
C -2.166 2.421 -3.252
O -3.198 0.599 -4.730
C 2.242 3.798 -0.529
C 3.633 4.187 0.316
O 4.857 4.063 -0.517
C 3.735 3.484 1.787
N 4.833 4.255 2.551
C 2.197 -3.093 1.472
C 3.385 -3.796 2.330
C 2.907 -4.507 3.768
C 1.271 -4.325 3.999
C 0.231 -3.607 2.974
N 0.730 -2.993 1.708
H -3.402 -0.239 -0.911
H -2.602 -1.627 0.085
H -4.420 -1.803 -0.520
H -3.665 -2.226 -2.991
H -2.006 -1.256 -2.656
H -1.418 -3.045 -4.099
H -0.893 -4.649 -3.241
H 0.253 -1.689 -2.441
H 1.152 -3.080 -3.466
H 2.642 -4.532 -0.828
H 2.854 -3.147 -2.105
H 3.884 -2.359 0.024
H 2.049 -0.394 2.079
H 4.522 1.481 -0.482
H 6.276 -0.440 0.350
H 4.892 -1.080 1.477
H 5.546 0.724 1.657
H 0.842 0.794 -1.100
H 0.113 0.718 1.418
H 1.105 2.363 1.761
H -0.498 4.162 1.623
H -1.463 2.698 2.364
H -2.374 4.465 -0.293
H -3.122 4.629 1.446
H -3.373 3.043 0.441
H 0.611 2.254 -2.702
H 2.102 3.289 -3.205
H 3.634 1.125 -3.422
H 2.137 0.056 -2.772
H 1.685 2.016 -5.294
H 2.339 0.196 -5.553
H 0.243 -0.857 -4.971
H -0.035 0.294 -3.499
H -0.472 2.002 -5.637
H -1.389 3.253 -3.527
H -3.251 2.848 -3.081
H -1.759 1.885 -2.274
H 1.362 4.190 0.125
H 2.283 4.561 -1.451
H 3.522 5.359 0.518
H 5.522 4.699 -0.095
H 2.780 3.566 2.456
H 4.158 2.404 1.646
H 4.475 5.255 2.515
H 4.712 4.001 3.576
H 4.530 -3.787 1.991
H 3.639 -5.025 4.519
H 0.817 -4.763 5.006
H -0.934 -3.519 3.215
N 7.257 7.448 0.279
C 6.582 8.435 0.950
C 6.204 9.391 0.033
C 6.662 8.962 -1.236
C 7.306 7.759 -1.055
H 7.656 6.621 0.703
H 6.431 8.374 2.019
H 5.657 10.297 0.254
H 6.535 9.475 -2.180
H 7.795 7.099 -1.759
N -5.162 4.840 4.347
C -3.874 4.455 4.617
C -3.847 3.080 4.688
C -5.163 2.619 4.446
C -5.954 3.726 4.235
H -5.478 5.795 4.245
H -3.090 5.190 4.738
H -2.973 2.474 4.891
H -5.498 1.590 4.426
H -7.009 3.817 4.018
N -2.779 -5.511 0.586
C -4.095 -5.846 0.399
C -4.468 -6.690 1.421
C -3.339 -6.866 2.256
C -2.311 -6.125 1.719
H -2.238 -4.906 -0.018
H -4.651 -5.457 -0.443
H -5.448 -7.130 1.552
H -3.283 -7.468 3.154
H -1.289 -5.983 2.043
N -8.025 -8.119 1.010
C -8.237 -7.635 -0.255
C -8.414 -8.709 -1.098
C -8.312 -9.882 -0.312
C -8.075 -9.488 0.985
H -7.860 -7.554 1.832
H -8.241 -6.570 -0.447
H -8.599 -8.654 -2.163
H -8.403 -10.905 -0.656
H -7.936 -10.064 1.891


This record from the Open Molecules 2025 dataset describes a cluster of 5 separate species, C43H71BClFNO19PS in total. The level of theory is the ωB97M-V functional and the def2-TZVPD basis.

Computed properties:
Total energy   -4489.14879 a.u.
HOMO level   -0.2781 hartree
Maximum force   0.2061 Eh/bohr
SMILES   CC[C@H](Cl)[C@]1(C[C@H](C)F)[C@@](O)(OC[C@H](C)C(C)C)[C@@]([PH2]=N)(B(C)O)[C@@](CCO)(Cc2ccc(C)cc2)OS1(=O)=O.C[C@@H]1COC(=O)O1.C[C@@H]1COC(=O)O1.C[C@@H]1COC(=O)O1.C[C@@H]1COC(=O)O1

Cartesian coordinates (Å):
C -0.496 -6.584 -0.553
C -0.458 -5.360 -1.693
C -0.050 -3.933 -0.945
Cl -1.543 -3.565 0.151
C 0.621 -2.774 -1.804
C 2.211 -3.206 -1.925
C 3.055 -3.768 -0.693
C 2.948 -3.111 0.772
F 4.515 -3.731 -1.085
C 0.348 -1.195 -1.333
O 0.520 -1.202 0.117
O 1.440 -0.439 -1.928
C 2.560 -0.022 -1.133
C 3.398 1.088 -2.074
C 4.552 0.402 -3.010
C 3.954 2.286 -1.072
C 4.357 3.677 -1.876
C 5.204 1.661 -0.180
C -1.117 -0.533 -1.808
P -2.243 0.004 -0.316
N -3.494 -0.938 0.019
B -0.567 1.032 -2.180
C -0.328 2.189 -0.984
O -0.125 1.523 -3.488
C -1.850 -1.087 -3.118
C -2.688 -2.475 -3.109
C -3.040 -3.195 -4.553
O -3.360 -4.625 -4.273
C -2.842 -0.051 -3.946
C -3.988 0.736 -3.118
C -5.343 0.135 -2.422
C -6.403 1.099 -1.622
C -6.164 2.736 -1.480
C -7.182 3.732 -0.637
C -4.848 3.388 -2.213
C -3.808 2.396 -3.000
O -0.766 -1.353 -4.112
S 0.246 -2.635 -3.674
O -0.006 -3.985 -4.390
O 1.542 -2.182 -4.489
H 0.402 -6.541 0.195
H -0.513 -7.652 -1.033
H -1.500 -6.497 0.086
H -1.517 -5.362 -2.180
H 0.412 -5.666 -2.433
H 0.605 -4.383 -0.045
H 2.184 -4.105 -2.720
H 2.930 -2.428 -2.418
H 2.819 -4.934 -0.580
H 3.353 -2.022 0.909
H 1.851 -3.140 1.241
H 3.597 -3.785 1.514
H 0.487 -0.320 0.560
H 3.373 -0.875 -0.936
H 2.325 0.607 -0.153
H 2.554 1.604 -2.738
H 5.146 1.304 -3.519
H 5.350 -0.207 -2.409
H 4.086 -0.202 -3.928
H 3.141 2.624 -0.265
H 5.485 3.714 -2.182
H 4.211 4.549 -1.073
H 3.611 3.944 -2.754
H 5.540 2.430 0.666
H 6.104 1.326 -0.848
H 4.779 0.719 0.419
H -2.891 1.296 -0.614
H -1.544 0.200 0.919
H -3.431 -1.732 -0.627
H 0.078 1.741 0.014
H -1.325 2.811 -0.800
H 0.475 3.002 -1.329
H 0.572 2.252 -3.411
H -2.275 -3.352 -2.476
H -3.777 -2.215 -2.690
H -4.046 -2.724 -4.991
H -2.234 -3.070 -5.383
H -3.277 -5.170 -5.113
H -2.258 0.756 -4.604
H -3.466 -0.592 -4.813
H -5.572 -1.009 -2.492
H -7.360 0.664 -1.101
H -6.941 4.881 -0.779
H -8.294 3.443 -0.857
H -6.966 3.513 0.517
H -4.599 4.548 -2.206
H -2.858 2.897 -3.517
C 1.450 -4.024 5.904
C 1.137 -2.554 5.711
C -0.310 -2.279 5.431
O -0.253 -1.075 4.687
C 0.963 -1.064 4.062
O 1.283 -0.277 3.187
O 1.772 -2.055 4.545
H 0.966 -4.416 6.804
H 1.122 -4.615 5.042
H 2.531 -4.175 5.991
H 1.500 -1.975 6.568
H -0.893 -2.141 6.345
H -0.790 -3.045 4.812
C 8.360 5.751 -5.586
C 8.503 4.362 -5.000
C 7.642 3.334 -5.671
O 7.440 2.384 -4.639
C 7.542 3.067 -3.460
O 7.237 2.613 -2.370
O 8.029 4.328 -3.663
H 8.727 5.786 -6.616
H 7.316 6.081 -5.573
H 8.922 6.476 -4.987
H 9.558 4.061 -4.992
H 8.135 2.873 -6.531
H 6.665 3.718 -5.983
C 3.375 1.114 7.738
C 2.796 0.280 8.863
C 3.165 0.775 10.229
O 3.105 -0.407 11.009
C 3.365 -1.444 10.157
O 3.585 -2.590 10.511
O 3.347 -1.027 8.855
H 2.952 2.123 7.735
H 4.465 1.190 7.822
H 3.170 0.643 6.771
H 1.710 0.189 8.746
H 2.461 1.523 10.607
H 4.182 1.178 10.290
C -9.650 1.055 2.805
C -9.963 2.525 2.612
C -11.410 2.800 2.331
O -11.353 4.004 1.587
C -10.137 4.015 0.963
O -9.817 4.802 0.088
O -9.328 3.025 1.446
H -10.134 0.663 3.705
H -9.978 0.464 1.943
H -8.569 0.904 2.892
H -9.600 3.105 3.469
H -11.993 2.938 3.246
H -11.890 2.034 1.713